(1)
{
  "formula": "C29H57F3N14O4STa",
  "method": "wB97M-V/def2-TZVPD",
  "symbols": ["Ta", "C", "N", "C", "C", "N", "C", "C", "N", "C", "C", "N", "C", "N", "C", "C", "N", "C", "C", "C", "C", "N", "C", "N", "C", "C", "N", "C", "C", "N", "C", "C", "H", "H", "H", "H", "H", "H", "H", "H", "H", "H", "H", "H", "H", "H", "H", "H", "H", "H", "H", "H", "H", "H", "H", "H", "H", "H", "H", "H", "H", "H", "H", "H", "H", "H", "H", "H", "H", "H", "H", "H", "H", "H", "H", "H", "H", "H", "H", "H", "C", "C", "C", "C", "N", "H", "H", "H", "H", "H", "H", "H", "H", "H", "O", "N", "C", "C", "N", "C", "N", "F", "C", "F", "F", "S", "O", "O", "O"],
  "xyz": [[0.2190, -0.2180, -0.0510], [-0.2209, 2.0126, -5.5029], [0.0410, 0.9838, -4.5065], [0.4732, -0.2792, -5.0805], [-0.1245, 1.2211, -3.1726], [0.7155, 0.8021, -2.2377], [1.9903, 0.3050, -2.7845], [3.0704, 0.5507, -1.7745], [2.6954, -0.0910, -0.5030], [3.2068, 0.6902, 0.6294], [2.4360, 1.9902, 0.7015], [0.9704, 1.7981, 0.8040], [0.3827, 2.8651, 1.3464], [-0.8638, 2.9341, 1.8832], [-1.5814, 4.2056, 1.8820], [-1.4907, 1.9680, 2.7768], [1.0602, 4.0638, 1.4127], [1.1194, 4.8051, 2.6629], [1.7341, 4.7013, 0.3001], [3.1364, -1.4934, -0.5231], [2.5753, -2.2667, 0.6401], [1.1122, -2.1629, 0.7382], [0.5468, -3.0952, 1.4808], [1.2673, -3.9292, 2.2962], [0.9839, -5.3568, 2.2959], [2.2308, -3.4993, 3.2950], [-0.8050, -3.2917, 1.5025], [-1.4428, -3.7746, 2.7234], [-1.5994, -3.5450, 0.3089], [-1.1327, 2.0897, -2.8895], [-1.1069, 2.8854, -1.6811], [-2.3963, 2.0217, -3.6130], [0.6504, 2.0919, -6.1565], [-0.3858, 2.9744, -5.0270], [-1.0858, 1.7670, -6.1242], [-0.2610, -0.6002, -5.8224], [0.5497, -1.0468, -4.3258], [1.4409, -0.1764, -5.5780], [2.2398, 0.8233, -3.7118], [1.9380, -0.7563, -3.0148], [3.1469, 1.6231, -1.6234], [4.0502, 0.1974, -2.1110], [4.2750, 0.9097, 0.5119], [3.0708, 0.1297, 1.5501], [2.6597, 2.5745, -0.1879], [2.8020, 2.5647, 1.5525], [-1.2192, 4.8574, 1.0918], [-1.5015, 4.7214, 2.8417], [-2.6373, 3.9992, 1.7075], [-1.0323, 0.9956, 2.7058], [-2.5439, 1.8759, 2.5324], [-1.4234, 2.3386, 3.8062], [0.6642, 4.2288, 3.4647], [0.6205, 5.7750, 2.5887], [2.1651, 4.9781, 2.9278], [1.4939, 4.2027, -0.6327], [2.8212, 4.7156, 0.4238], [1.3895, 5.7360, 0.2273], [4.2318, -1.5566, -0.5008], [2.8119, -1.9292, -1.4670], [3.0375, -1.8944, 1.5548], [2.8683, -3.3123, 0.5296], [0.3380, -5.6091, 1.4585], [0.5210, -5.6835, 3.2305], [1.9213, -5.9015, 2.1682], [2.1122, -2.4414, 3.5150], [3.2656, -3.6965, 3.0034], [2.0285, -4.0498, 4.2163], [-0.8296, -3.5563, 3.5919], [-1.6545, -4.8470, 2.6834], [-2.3897, -3.2474, 2.8447], [-1.3066, -2.8900, -0.5000], [-2.6445, -3.3585, 0.5420], [-1.4985, -4.5845, -0.0158], [-0.0923, 3.2412, -1.5259], [-1.4201, 2.3377, -0.7942], [-1.7677, 3.7425, -1.8216], [-2.3736, 1.2011, -4.3244], [-2.5937, 2.9510, -4.1525], [-3.2201, 1.8426, -2.9280], [-3.4306, -0.6935, 1.3999], [-2.9737, -0.0509, 0.0770], [-3.4132, -0.8967, -1.1281], [-3.6209, 1.3323, -0.0421], [-1.5195, 0.0084, 0.0619], [-4.3479, -1.2636, 1.2425], [-3.6388, 0.0533, 2.1643], [-2.6600, -1.3520, 1.7906], [-3.2522, -1.9597, -0.9568], [-4.4764, -0.7425, -1.3214], [-2.8499, -0.6097, -2.0178], [-4.6722, 1.2599, 0.2406], [-3.5797, 1.7161, -1.0561], [-3.1384, 2.0577, 0.6056], [0.2492, -0.3950, 2.2316], [1.2440, 0.0435, 2.9332], [1.0931, -0.0695, 4.2213], [2.1474, 0.4352, 5.0484], [2.9821, 0.8610, 5.7132], [-0.0709, -0.6727, 4.8036], [-1.0196, -1.1452, 5.2481], [-0.9086, -4.4772, -3.9690], [-1.1683, -3.4977, -3.1152], [-1.6636, -2.4543, -3.7883], [-2.0974, -3.9111, -2.2534], [0.3923, -3.0399, -2.2332], [0.6090, -4.0926, -1.2901], [1.3650, -2.8598, -3.2729], [-0.0156, -1.7331, -1.6222]],
  "atomic_forces_ev_per_a": [[1.43, 0.54, 0.42], [0.04, 0.00, -0.01], [-0.05, -0.03, -0.08], [-0.10, -0.04, -0.02], [0.09, 0.55, -0.11], [-0.39, -0.36, 0.25], [0.07, -0.02, 0.12], [-0.16, 0.18, 0.05], [-0.30, -0.16, -0.01], [-0.15, -0.04, 0.05], [0.10, -0.22, 0.10], [-0.29, 0.15, -0.25], [0.17, 0.21, -0.08], [-0.12, -0.17, -0.14], [-0.01, -0.03, -0.05], [0.15, 0.03, 0.12], [-0.13, 0.02, 0.02], [0.00, 0.03, 0.01], [0.02, 0.04, 0.01], [0.09, -0.03, -0.01], [-0.07, -0.08, 0.00], [-0.01, -0.21, 0.19], [-0.16, -0.05, 0.14], [0.04, 0.07, -0.08], [-0.03, 0.01, 0.00], [-0.01, 0.07, -0.07], [-0.04, -0.08, 0.01], [0.03, 0.00, -0.04], [0.03, 0.18, 0.17], [-0.16, -0.46, 0.24], [0.06, 0.12, -0.02], [0.05, 0.08, -0.08], [0.00, -0.01, -0.01], [0.02, 0.00, -0.01], [0.00, 0.01, 0.00], [-0.02, 0.00, -0.01], [-0.07, -0.07, -0.02], [-0.01, -0.01, -0.01], [0.02, 0.05, 0.07], [0.05, 0.00, 0.01], [0.10, -0.01, -0.01], [-0.04, -0.10, -0.02], [0.02, -0.03, -0.04], [0.01, 0.06, -0.03], [0.09, 0.01, 0.09], [-0.01, -0.09, 0.06], [0.01, 0.00, 0.01], [-0.02, 0.01, 0.00], [-0.02, -0.01, -0.02], [0.02, -0.10, -0.07], [-0.06, 0.01, -0.01], [0.03, -0.02, -0.01], [0.01, 0.00, 0.00], [0.00, 0.00, -0.01], [0.00, 0.00, -0.01], [-0.01, -0.02, -0.05], [-0.01, 0.01, 0.01], [-0.01, -0.01, 0.00], [0.00, 0.04, 0.03], [0.00, -0.02, -0.02], [0.07, -0.05, 0.09], [-0.02, -0.03, 0.02], [-0.01, 0.00, 0.01], [-0.01, 0.00, 0.01], [0.00, 0.00, 0.00], [0.03, 0.03, -0.06], [0.01, -0.01, -0.02], [0.00, 0.02, 0.01], [0.03, 0.01, 0.02], [0.01, 0.00, -0.01], [0.01, -0.02, 0.01], [-0.25, -0.11, 0.57], [-0.06, 0.03, 0.10], [0.01, 0.07, 0.08], [0.06, 0.03, 0.04], [0.02, 0.01, -0.02], [0.01, 0.00, 0.00], [-0.01, 0.00, 0.02], [-0.01, -0.01, 0.00], [-0.03, 0.00, 0.05], [-0.01, -0.03, -0.04], [0.00, -0.02, -0.01], [-0.02, -0.04, 0.04], [-0.03, -0.04, -0.02], [-0.40, -0.24, -0.08], [-0.01, 0.01, 0.01], [0.03, 0.03, 0.01], [0.04, -0.10, -0.02], [0.00, 0.10, -0.03], [-0.01, -0.02, 0.02], [-0.03, 0.05, -0.02], [0.00, -0.01, -0.01], [0.00, 0.01, -0.06], [0.02, 0.05, 0.10], [-0.05, 0.27, -0.60], [-0.14, 0.00, 0.13], [0.11, -0.02, -0.05], [-0.02, 0.01, 0.07], [0.02, -0.01, -0.03], [-0.07, 0.07, 0.05], [0.02, -0.05, -0.05], [-0.01, 0.01, 0.02], [0.04, 0.00, -0.09], [0.09, 0.04, -0.03], [-0.13, -0.09, -0.38], [0.05, 0.01, -0.18], [0.23, -0.08, -0.14], [-0.02, 0.01, -0.01], [0.15, 0.10, -0.33]],
  "homo_ev": -11.056,
  "lumo_ev": -2.375,
  "spin_multiplicity": 1,
  "charge": 1,
  "gap_ev": 8.7
}

---

(2)
{
  "formula": "C47H52CaF3N5O3S4Si",
  "method": "wB97M-V/def2-TZVPD",
  "symbols": ["Ca", "N", "C", "C", "C", "C", "C", "C", "N", "C", "C", "C", "S", "C", "N", "H", "H", "H", "H", "H", "H", "H", "C", "C", "C", "C", "O", "Si", "S", "O", "C", "C", "C", "C", "O", "C", "C", "C", "C", "H", "H", "H", "H", "H", "H", "H", "H", "H", "H", "H", "H", "H", "H", "H", "H", "H", "H", "H", "H", "H", "H", "H", "H", "H", "H", "H", "F", "C", "F", "F", "C", "C", "C", "C", "N", "C", "S", "H", "H", "H", "S", "C", "C", "C", "C", "C", "N", "H", "H", "H", "H", "C", "C", "C", "C", "C", "C", "C", "C", "C", "C", "C", "C", "C", "C", "H", "H", "H", "H", "H", "H", "H", "H", "H", "H", "H"],
  "xyz": [[1.1968, -0.0249, -0.4832], [4.9722, 2.2595, -1.2551], [5.3405, 1.9021, 0.0259], [6.3190, 2.3701, 0.8909], [6.4020, 1.7503, 2.1262], [5.5455, 0.6997, 2.4773], [4.5711, 0.2324, 1.6171], [4.4709, 0.8535, 0.3743], [3.6021, 0.6134, -0.6690], [3.9145, 1.4658, -1.6118], [3.2022, 1.5635, -2.8655], [3.5288, 2.2996, -3.9708], [2.3027, 2.1373, -5.1667], [1.4376, 1.0663, -4.0984], [2.0282, 0.8711, -2.9781], [5.2919, 3.0636, -1.7624], [6.9762, 3.1882, 0.6218], [7.1410, 2.0945, 2.8392], [5.6419, 0.2530, 3.4589], [3.8855, -0.5648, 1.8799], [4.3783, 2.9397, -4.1466], [0.4817, 0.6369, -4.3748], [-3.4683, -1.9143, 1.6142], [-2.5093, -0.8663, 1.0402], [-2.5387, 0.4193, 1.8734], [-2.9318, -0.5378, -0.3889], [-1.1667, -1.3821, 0.9585], [-0.3135, -2.3013, 2.0377], [1.6736, -2.2087, 1.5455], [-0.7651, -1.7197, 3.5115], [-0.4856, -2.1107, 4.8396], [-0.2730, -0.8221, 5.6365], [-1.7089, -2.8706, 5.3647], [0.7572, -2.9961, 4.9417], [-0.9289, -3.8497, 2.1099], [-0.7298, -4.9615, 1.2406], [-0.6378, -4.5333, -0.2264], [-1.9513, -5.8595, 1.4427], [0.5479, -5.7089, 1.6356], [-4.4686, -1.4892, 1.7177], [-3.1234, -2.2548, 2.5903], [-3.5186, -2.7734, 0.9407], [-3.4957, 0.9303, 1.7466], [-1.7396, 1.0798, 1.5294], [-2.3667, 0.1965, 2.9236], [-4.0096, -0.3655, -0.4379], [-2.6679, -1.3645, -1.0505], [-2.4240, 0.3614, -0.7367], [-1.1457, -0.1757, 5.5286], [0.5905, -0.2919, 5.2319], [-0.1104, -1.0362, 6.6958], [-2.5890, -2.2249, 5.3278], [-1.5529, -3.2071, 6.3930], [-1.8867, -3.7349, 4.7222], [1.6058, -2.4877, 4.4842], [0.5930, -3.9266, 4.3950], [0.9805, -3.2223, 5.9871], [-1.4584, -3.8623, -0.4859], [-0.6679, -5.4073, -0.8808], [0.2973, -3.9971, -0.3952], [-2.8511, -5.3125, 1.1546], [-2.0366, -6.1352, 2.4963], [-1.8724, -6.7655, 0.8380], [1.3815, -5.0094, 1.5895], [0.7330, -6.5394, 0.9495], [0.4663, -6.0962, 2.6553], [0.3880, -5.6029, -4.1157], [0.4206, -4.2740, -4.4601], [-0.8441, -3.8814, -4.5277], [0.8923, -4.2714, -5.7511], [1.3464, -3.5259, -3.5567], [2.6331, -4.0368, -3.5184], [3.5851, -3.4848, -2.6782], [3.1788, -2.4325, -1.8723], [1.9676, -1.9079, -1.9104], [1.0110, -2.3929, -2.7482], [-0.4675, -1.5747, -2.7454], [2.8810, -4.8844, -4.1471], [4.5923, -3.8750, -2.6354], [3.8576, -1.9885, -1.1507], [1.4084, 1.6990, 1.7836], [1.5289, 2.9718, 0.6491], [1.7699, 4.3089, 1.0584], [1.7541, 5.3183, 0.1282], [1.5042, 5.0123, -1.2137], [1.3058, 3.6854, -1.5382], [1.3446, 2.6874, -0.6577], [1.9461, 4.4979, 2.1082], [1.9176, 6.3465, 0.4347], [1.4553, 5.7814, -1.9727], [1.0920, 3.4008, -2.5652], [-5.3562, 5.1627, 1.2600], [-4.1717, 5.1651, 1.9851], [-3.0572, 4.4964, 1.5027], [-3.0929, 3.8194, 0.2781], [-4.2949, 3.8200, -0.4375], [-5.4107, 4.4809, 0.0490], [-1.8634, 3.1921, -0.2405], [-1.6808, 2.7517, -1.4733], [-2.1037, 2.7342, -2.7812], [-2.4155, 1.5403, -3.5122], [-2.7402, 1.5862, -4.8494], [-2.7624, 2.7902, -5.5627], [-2.4306, 3.9645, -4.8837], [-2.1073, 3.9549, -3.5439], [-6.2276, 5.6884, 1.6353], [-4.1185, 5.6937, 2.9312], [-2.1339, 4.4988, 2.0727], [-4.3328, 3.2984, -1.3866], [-6.3349, 4.4693, -0.5187], [-1.0607, 3.1389, 0.4969], [-2.3634, 0.5889, -3.0014], [-2.9664, 0.6585, -5.3668], [-3.0168, 2.8095, -6.6165], [-2.4361, 4.9096, -5.4207], [-1.8532, 4.8752, -3.0292]],
  "atomic_forces_ev_per_a": [[-0.79, -0.12, -0.09], [-0.15, 0.01, -0.26], [-0.20, -0.33, 0.17], [0.10, 0.08, 0.08], [0.04, 0.13, -0.13], [-0.06, -0.15, 0.07], [0.00, 0.02, -0.08], [0.49, 0.28, 0.02], [-0.04, -0.03, -0.25], [0.39, -0.11, 0.71], [-0.05, 0.32, -0.93], [-0.22, -0.07, -0.02], [0.02, -0.21, 0.48], [0.04, 0.39, -0.61], [-0.18, -0.25, 0.75], [-0.04, 0.04, -0.02], [0.00, -0.01, 0.01], [0.00, -0.01, 0.00], [-0.02, -0.01, -0.01], [-0.03, 0.04, 0.06], [0.04, -0.05, 0.08], [-0.01, -0.02, 0.11], [0.29, -0.04, -0.03], [-0.47, 0.18, -0.11], [0.32, -0.28, -0.10], [0.13, -0.13, 0.02], [0.00, 0.22, 0.04], [0.19, -0.08, -0.09], [0.08, 0.16, -0.16], [-0.02, 0.21, 0.11], [-0.08, -0.08, 0.30], [0.00, -0.07, -0.18], [0.09, 0.05, -0.14], [-0.08, 0.10, -0.20], [0.07, -0.09, -0.05], [-0.06, -0.21, -0.16], [0.01, 0.12, 0.20], [0.05, 0.16, 0.01], [-0.13, 0.20, 0.07], [0.01, 0.05, -0.03], [-0.05, -0.03, 0.04], [-0.02, -0.03, 0.05], [0.00, -0.01, 0.01], [-0.09, 0.02, 0.04], [-0.01, 0.00, 0.14], [0.00, 0.06, 0.02], [-0.07, 0.00, 0.01], [0.02, 0.02, -0.03], [0.00, 0.00, 0.02], [0.00, 0.03, 0.04], [0.01, 0.00, 0.00], [0.00, -0.01, 0.01], [-0.01, 0.01, 0.01], [-0.02, -0.02, 0.03], [0.04, -0.03, 0.04], [0.05, -0.03, 0.03], [-0.03, -0.01, 0.01], [-0.01, -0.03, -0.03], [0.01, 0.00, -0.01], [-0.01, 0.04, -0.05], [-0.02, -0.05, 0.00], [-0.01, -0.01, -0.01], [-0.01, -0.01, 0.00], [0.09, -0.03, 0.00], [-0.02, -0.01, 0.02], [-0.01, 0.00, -0.01], [0.00, 0.17, -0.08], [-0.09, -0.24, -0.25], [0.14, 0.01, 0.06], [-0.07, -0.01, 0.16], [0.15, 0.19, 0.29], [-0.12, 0.07, 0.05], [0.08, -0.05, -0.02], [0.04, -0.13, -0.05], [0.22, -0.23, -0.02], [0.26, -0.36, -0.28], [-0.32, 0.44, 0.16], [0.01, 0.00, 0.01], [0.00, 0.02, 0.06], [0.00, 0.00, -0.01], [-0.02, -0.42, 0.33], [-0.03, 0.43, -0.11], [0.02, -0.02, -0.16], [0.00, -0.06, 0.00], [0.08, 0.02, 0.02], [-0.01, 0.07, -0.17], [0.07, -0.14, 0.25], [-0.03, 0.02, 0.01], [0.00, 0.00, 0.00], [-0.05, -0.03, -0.02], [-0.06, 0.02, 0.04], [-0.06, 0.06, 0.05], [-0.04, -0.01, 0.01], [-0.09, -0.02, -0.03], [0.02, 0.16, 0.09], [-0.03, -0.02, 0.01], [0.00, 0.00, 0.02], [-0.23, -0.11, -0.23], [0.48, -0.16, -0.11], [0.02, 0.16, 0.25], [-0.13, 0.01, -0.09], [0.03, 0.08, 0.05], [-0.02, 0.01, -0.29], [0.03, -0.08, 0.07], [0.00, 0.01, -0.11], [0.00, -0.02, -0.01], [0.00, -0.02, 0.00], [0.02, -0.03, -0.03], [0.03, 0.00, 0.00], [0.02, -0.01, -0.02], [0.06, 0.01, 0.05], [-0.03, -0.03, 0.01], [0.00, -0.02, 0.04], [0.01, -0.01, 0.02], [0.01, 0.02, 0.03], [-0.02, 0.01, -0.02]],
  "homo_ev": -0.390,
  "lumo_ev": 3.516,
  "spin_multiplicity": 1,
  "charge": -2,
  "gap_ev": 3.9
}

---

(3)
{
  "formula": "CH3FIP",
  "method": "wB97M-V/def2-TZVPD",
  "symbols": ["C", "F", "P", "I", "H", "H", "H"],
  "xyz": [[-0.4266, 0.0325, 0.3670], [2.0115, 0.7399, 0.1623], [0.6230, 1.5261, -0.0984], [-2.5200, 0.1503, 0.0791], [-0.0723, -0.8219, -0.1218], [-0.2536, 0.1730, 1.4484], [0.6226, 1.3217, -1.5870]],
  "atomic_forces_ev_per_a": [[3.71, 2.66, 1.27], [0.65, 0.36, -0.11], [-0.34, -1.25, -1.25], [-4.42, 0.21, -0.61], [0.70, -1.33, -0.37], [-0.22, -0.81, -0.21], [-0.08, 0.16, 1.27]],
  "homo_ev": [-5.376, -9.741],
  "s_squared": 2.01,
  "e_above_lowest_kcal_mol": 28.05,
  "lumo_ev": [0.752, -3.719],
  "spin_multiplicity": 3,
  "gap_ev": [6.1, 6.0]
}